The following is a quantum chemistry calculation of a 2-piece molecular cluster, H2O9P overall in a non-equilibrium geometry, from the OMol25 dataset.

```
! wB97M-V def2-TZVPD RIJCOSX def2/J DEFGRID3
* xyz -1 1
O 0.257 1.786 -0.020
O 2.692 0.929 -0.099
O 0.995 0.123 1.747
O -1.929 0.732 -1.084
O -0.753 -1.406 0.218
O -2.434 0.112 0.084
O 2.086 -1.521 -0.841
O 1.655 -0.253 -0.947
O -2.182 -1.191 0.137
P 1.167 0.773 0.420
H -1.038 1.104 -0.720
H -0.515 -1.187 1.105
*
```

The calculation puts the HOMO energy (spin up / spin down) at -6.439 / -6.438 eV.